No. 1
Here is one molecule with the formula C18H17NO7S from the OMol25 dataset. Energies are from ωB97M-V with the def2-TZVPD basis set.

The geometry in ORCA input format:
```
! RIJCOSX wB97M-V def2-TZVPD def2/J DEFGRID3
* xyz 0 1
C 2.25 1.84 -1.90
S 3.00 2.03 -0.26
O 3.98 3.08 -0.34
O 1.95 2.20 0.72
C 3.86 0.49 0.08
C 5.21 0.59 0.39
C 5.94 -0.54 0.69
C 5.32 -1.78 0.66
C 3.98 -1.89 0.34
C 3.23 -0.75 0.06
C 1.79 -0.98 -0.32
O 1.50 -1.74 -1.21
N 0.90 -0.30 0.46
C -0.48 -0.39 0.29
C -1.24 0.77 0.37
C -2.62 0.78 0.17
C -3.26 -0.43 -0.13
C -2.50 -1.59 -0.18
C -1.13 -1.60 0.03
C -0.40 -2.90 0.07
O 0.44 -3.19 0.88
O -0.84 -3.76 -0.85
O -4.58 -0.61 -0.47
C -5.59 0.08 0.23
C -5.58 1.58 0.02
C -4.44 2.24 0.78
O -3.17 2.03 0.20
H 3.06 1.79 -2.62
H 1.64 2.72 -2.08
H 1.65 0.95 -1.93
H 5.65 1.58 0.39
H 6.99 -0.46 0.93
H 5.89 -2.67 0.89
H 3.49 -2.84 0.31
H 1.23 0.53 0.95
H -0.75 1.71 0.57
H -3.01 -2.51 -0.41
H -0.32 -4.58 -0.81
H -5.52 -0.14 1.31
H -6.52 -0.36 -0.15
H -5.48 1.80 -1.05
H -6.53 2.00 0.37
H -4.55 3.33 0.77
H -4.44 1.90 1.82
*
```

Properties
- SMILES string = CS(=O)(=O)c1ccccc1C(=O)Nc1cc2c(cc1C(=O)O)OCCCO2
- maximum force (eV/Å) = 0.9
- Kohn-Sham gap (eV) = 8.704
- molar mass (g mol⁻¹) = 391.40
- energy relative to the best compared isomer or geometry (same formula, charge and spin) (eV) = 0.008
- energy (Eh) = -1675.75698
- HOMO level (eV) = -8.4



No. 2
Here is a 4-piece molecular cluster, CH10NO4 overall at a distorted geometry from the OMol25 dataset. Energies are from ωB97M-V with the def2-TZVPD basis set.

The geometry in ORCA input format:
```
! RIJCOSX wB97M-V def2-TZVPD def2/J DEFGRID3
* xyz -1 1
N -1.03 0.80 1.26
C -1.31 -0.69 1.04
O -0.09 -1.17 0.43
H -1.55 1.45 0.54
H -0.06 1.02 1.30
H -2.18 -0.92 0.43
H -1.32 -1.21 1.98
H 1.68 0.41 -1.27
H 0.45 -0.55 -0.81
O 0.95 -0.11 -1.71
H -0.05 0.93 -2.71
H -1.15 1.78 -3.07
O -0.40 1.38 -3.46
H 1.65 -0.72 1.46
H 2.13 -1.64 2.44
O 2.28 -0.78 2.15
*
```

Properties
- maximum force (eV/Å) = 5.2
- Kohn-Sham gap (eV) = 8.018
- molar mass (g mol⁻¹) = 100.09
- energy relative to the best compared isomer or geometry (same formula, charge and spin) (eV) = 1.196
- energy (Eh) = -399.82138
- HOMO level (eV) = -4.0



No. 3
Here is C31H39N11OSSr as an isolated structure from the OMol25 dataset. Energies are from ωB97M-V with the def2-TZVPD basis set.

The geometry in ORCA input format:
```
! RIJCOSX wB97M-V def2-TZVPD def2/J DEFGRID3
* xyz 2 1
Sr -1.31 -0.19 0.41
C -3.23 2.77 0.23
C -2.20 3.01 1.34
C -2.53 2.24 2.60
C -2.85 2.91 3.77
C -3.23 2.17 4.89
C -3.27 0.79 4.79
C -2.93 0.21 3.59
N -2.56 0.91 2.51
N -2.95 1.57 -0.59
C -4.19 0.83 -0.87
C -4.03 -0.59 -1.38
C -4.61 -0.97 -2.58
C -4.53 -2.30 -2.98
C -3.86 -3.20 -2.17
C -3.30 -2.74 -0.99
N -3.38 -1.46 -0.60
C -2.27 2.03 -1.82
C -1.78 0.96 -2.75
C -1.96 1.08 -4.12
C -1.45 0.12 -4.97
C -0.75 -0.95 -4.42
C -0.61 -1.00 -3.05
N -1.10 -0.07 -2.22
H -3.28 3.65 -0.41
H -4.22 2.66 0.69
H -2.18 4.08 1.58
H -1.20 2.77 0.98
H -2.82 3.99 3.81
H -3.48 2.67 5.81
H -3.57 0.18 5.63
H -2.94 -0.87 3.48
H -4.82 1.38 -1.58
H -4.74 0.76 0.07
H -5.12 -0.24 -3.19
H -4.98 -2.62 -3.91
H -3.78 -4.25 -2.44
H -2.76 -3.41 -0.34
H -1.40 2.62 -1.50
H -2.92 2.71 -2.37
H -2.51 1.93 -4.51
H -1.58 0.20 -6.04
H -0.33 -1.73 -5.04
H -0.06 -1.81 -2.58
N 6.24 1.44 0.12
C 5.00 0.64 -0.24
C 4.80 -0.48 0.78
C 4.96 -1.87 0.16
N 4.68 -2.87 1.18
C 3.97 -2.03 -1.00
C 3.83 -0.78 -1.88
N 2.54 -0.13 -1.61
C 5.04 0.15 -1.68
H 6.05 1.94 1.00
H 6.47 2.13 -0.60
H 7.05 0.83 0.25
H 4.21 1.38 -0.16
H 3.80 -0.43 1.21
H 5.48 -0.36 1.63
H 5.98 -1.95 -0.24
H 5.39 -2.87 1.90
H 4.67 -3.80 0.78
H 3.00 -2.28 -0.57
H 4.28 -2.89 -1.60
H 3.81 -1.09 -2.93
H 2.45 0.77 -2.08
H 2.39 0.02 -0.62
H 4.99 0.99 -2.38
H 5.96 -0.40 -1.89
O 0.68 0.59 1.44
N 1.77 0.99 1.96
C 2.25 2.11 1.45
C 1.54 2.77 0.40
N 0.90 3.20 -0.46
C 3.56 2.53 1.83
N 4.66 2.80 2.02
S -0.17 -3.12 4.40
C -1.58 -3.82 3.73
C -1.88 -3.21 2.56
N -1.01 -2.21 2.18
C -0.07 -2.07 3.07
H -2.11 -4.62 4.22
H -2.73 -3.45 1.94
H 0.72 -1.33 2.99
*
```

Properties
- maximum force (eV/Å) = 0.7
- Kohn-Sham gap (eV) = 9.290
- molar mass (g mol⁻¹) = 701.42
- energy relative to the best compared isomer or geometry (same formula, charge and spin) (eV) = 0.967
- energy (Eh) = -2310.76806
- HOMO level (eV) = -14.0



No. 4
Here is C4H7AuO2 as an isolated structure at a distorted geometry from the OMol25 dataset. Energies are from ωB97M-V with the def2-TZVPD basis set.

The geometry in ORCA input format:
```
! RIJCOSX wB97M-V def2-TZVPD def2/J DEFGRID3
* xyz 1 4
O -0.31 1.47 1.39
C 0.25 0.39 1.74
C 0.83 -0.52 0.83
H 0.96 -1.54 1.23
H -0.07 -0.01 2.72
H 1.67 -0.11 0.26
Au -1.83 2.11 1.15
C -0.29 0.07 -1.69
C -0.56 -0.71 -0.51
O 1.02 0.56 -1.91
H -1.05 0.77 -2.06
H -0.76 -1.75 -0.82
H -1.30 -0.82 0.29
H 1.44 0.07 -2.62
*
```

Properties
- maximum force (eV/Å) = 14.3
- Kohn-Sham gap (spin up / spin down) (eV) = 6.225 / 7.061
- molar mass (g mol⁻¹) = 284.06
- energy relative to the best compared isomer or geometry (same formula, charge and spin) (eV) = 2.866
- energy (Eh) = -442.12217
- HOMO level (spin up / spin down) (eV) = -12.1 / -15.1



No. 5
Here is C32H44CeCl2NP as an isolated structure at a distorted geometry from the OMol25 dataset. Energies are from ωB97M-V with the def2-TZVPD basis set.

The geometry in ORCA input format:
```
! RIJCOSX wB97M-V def2-TZVPD def2/J DEFGRID3
* xyz -1 2
P -1.01 -1.05 -1.48
C 0.41 -1.55 -2.53
C 0.05 -2.32 -3.80
C 1.33 -2.86 -4.44
C 2.39 -1.77 -4.69
C 2.62 -0.84 -3.49
C 1.31 -0.35 -2.88
C -1.91 0.38 -2.19
C -2.34 0.12 -3.63
C -3.30 1.24 -4.06
C -2.71 2.64 -3.85
C -2.06 2.86 -2.47
C -1.14 1.71 -2.06
C -2.18 -2.46 -1.31
C -1.39 -3.64 -0.71
C -2.26 -4.73 -0.08
C -3.36 -4.17 0.82
C -4.22 -3.13 0.11
C -3.39 -1.97 -0.46
H 0.97 -2.21 -1.84
H -0.47 -1.66 -4.50
H -0.64 -3.15 -3.57
H 1.09 -3.37 -5.38
H 1.76 -3.61 -3.77
H 3.33 -2.24 -4.96
H 2.07 -1.16 -5.54
H 3.18 -1.37 -2.71
H 3.23 0.03 -3.79
H 1.50 0.27 -2.00
H 0.79 0.27 -3.63
H -2.81 0.46 -1.56
H -4.21 1.14 -3.45
H -2.83 -0.86 -3.72
H -1.46 0.11 -4.29
H -3.59 1.09 -5.10
H -3.50 3.38 -3.99
H -1.95 2.82 -4.62
H -1.50 3.81 -2.47
H -2.85 2.95 -1.71
H -0.77 1.84 -1.04
H -0.27 1.70 -2.73
H -2.56 -2.75 -2.31
H -0.78 -4.10 -1.50
H -0.67 -3.28 0.04
H -2.72 -5.31 -0.89
H -1.63 -5.42 0.48
H -2.91 -3.72 1.70
H -4.00 -4.98 1.18
H -4.99 -2.72 0.78
H -4.75 -3.59 -0.73
H -4.03 -1.33 -1.08
H -3.04 -1.33 0.37
Ce 0.91 0.61 2.83
Cl -1.50 0.96 2.13
Cl 1.43 -1.53 1.61
C 1.70 1.74 1.07
H 2.16 0.96 0.42
C 1.83 3.09 0.60
C 0.84 4.06 0.93
C 1.07 5.41 0.70
C 2.26 5.83 0.07
C 3.19 4.87 -0.36
C 2.98 3.52 -0.13
H -0.09 3.72 1.39
H 0.34 6.16 1.00
H 4.11 5.19 -0.87
H 3.69 2.76 -0.46
H 2.45 6.88 -0.10
N 1.88 0.88 5.00
C 2.21 0.83 6.14
C 2.59 0.66 7.49
C 3.57 -0.31 7.83
C 3.85 -0.56 9.17
C 3.21 0.16 10.17
C 2.29 1.16 9.84
C 1.99 1.43 8.51
H 4.10 -0.84 7.04
H 4.58 -1.33 9.42
H 3.43 -0.04 11.21
H 1.80 1.74 10.63
H 1.30 2.23 8.24
*
```

Properties
- maximum force (eV/Å) = 4.7
- Kohn-Sham gap (spin up / spin down) (eV) = 2.995 / 3.028
- molar mass (g mol⁻¹) = 684.71
- energy (Eh) = -3037.43515
- HOMO level (spin up / spin down) (eV) = -1.9 / -1.9



No. 6
Here is C29H29BrN4O4Pt as an isolated structure at a distorted geometry from the OMol25 dataset. Energies are from ωB97M-V with the def2-TZVPD basis set.

The geometry in ORCA input format:
```
! RIJCOSX wB97M-V def2-TZVPD def2/J DEFGRID3
* xyz 0 1
Pt -0.02 -0.44 0.43
C 4.38 2.47 0.49
C 4.14 0.96 0.58
C 3.87 0.32 -0.77
C 4.72 0.57 -1.85
C 4.47 0.02 -3.09
C 3.35 -0.77 -3.28
C 2.47 -1.04 -2.24
C 1.25 -1.88 -2.50
C 0.06 -1.00 -2.88
C 2.76 -0.51 -0.98
N 1.95 -0.84 0.15
C 2.49 -1.55 1.09
C 1.70 -1.92 2.19
C 1.88 -2.61 3.39
C 0.67 -2.52 4.06
C -0.21 -1.78 3.26
N 0.42 -1.42 2.14
H 4.63 2.87 1.47
H 3.47 2.98 0.15
H 5.19 2.73 -0.19
H 3.30 0.79 1.25
H 5.01 0.48 1.03
H 5.59 1.19 -1.70
H 5.15 0.21 -3.92
H 3.14 -1.20 -4.26
H 1.02 -2.48 -1.61
H 1.45 -2.58 -3.31
H -0.14 -0.29 -2.08
H -0.83 -1.58 -3.10
H 0.30 -0.40 -3.77
H 3.53 -1.87 1.00
H 2.79 -3.10 3.71
H 0.43 -2.93 5.03
H -1.23 -1.50 3.45
Br -0.58 -5.50 0.35
C -1.90 -4.41 1.16
C -2.76 -4.96 2.09
C -3.72 -4.15 2.68
C -3.81 -2.81 2.34
C -2.92 -2.26 1.42
C -1.97 -3.08 0.81
C -3.03 -0.80 1.13
O -4.07 -0.21 1.34
O -2.01 -0.18 0.62
H -2.68 -6.01 2.36
H -4.40 -4.57 3.40
H -4.56 -2.17 2.78
H -1.27 -2.68 0.09
O -6.09 3.19 0.03
C -5.19 4.15 -0.48
N -3.91 3.48 -0.49
C -2.85 4.11 -1.03
O -2.94 5.24 -1.50
C -1.53 3.39 -1.04
C -0.39 4.10 -1.40
C 0.82 3.44 -1.41
C 0.87 2.10 -1.06
N -0.23 1.41 -0.71
C -1.40 2.05 -0.71
H -6.97 3.58 0.10
H -5.14 5.04 0.16
H -5.44 4.46 -1.49
H -3.86 2.58 -0.03
H -0.49 5.14 -1.67
H 1.74 3.95 -1.69
H 1.80 1.55 -1.07
H -2.24 1.45 -0.42
*
```

Properties
- maximum force (eV/Å) = 1.6
- Kohn-Sham gap (eV) = 7.973
- molar mass (g mol⁻¹) = 772.56
- energy relative to the best compared isomer or geometry (same formula, charge and spin) (eV) = 0.000
- energy (Eh) = -4335.86162
- HOMO level (eV) = -8.0



No. 7
Here is one molecule with the formula C17H18N2O8S at a distorted geometry from the OMol25 dataset. Energies are from ωB97M-V with the def2-TZVPD basis set.

The geometry in ORCA input format:
```
! RIJCOSX wB97M-V def2-TZVPD def2/J DEFGRID3
* xyz 0 1
C -5.23 -1.22 -0.27
O -4.24 -1.24 0.74
C -3.05 -1.72 0.40
O -2.80 -2.25 -0.65
C -2.01 -1.45 1.48
N -1.06 -0.53 0.89
C 0.21 -0.92 0.47
C 1.01 -1.73 1.26
C 2.32 -2.02 0.91
C 2.86 -1.49 -0.26
O 4.13 -1.69 -0.69
C 5.01 -2.41 0.14
C 2.05 -0.70 -1.08
C 0.74 -0.43 -0.73
O -0.03 0.39 -1.53
C -0.76 -0.33 -2.52
S -1.79 0.96 0.57
O -2.62 0.88 -0.60
O -2.48 1.35 1.76
C -0.49 2.17 0.23
C -0.79 3.10 -0.75
C 0.13 4.06 -1.12
C 1.39 4.08 -0.53
C 1.71 3.15 0.45
C 0.76 2.21 0.84
N 1.11 1.33 1.92
O 2.28 1.07 2.07
O 0.20 0.92 2.62
H -5.30 -2.19 -0.77
H -6.17 -0.97 0.22
H -4.97 -0.45 -1.01
H -2.47 -0.98 2.35
H -1.50 -2.38 1.75
H 0.63 -2.11 2.20
H 2.91 -2.64 1.56
H 5.97 -2.40 -0.38
H 4.69 -3.45 0.26
H 5.12 -1.94 1.12
H 2.46 -0.30 -1.99
H -1.36 0.41 -3.04
H -0.08 -0.82 -3.22
H -1.42 -1.08 -2.06
H -1.76 3.03 -1.22
H -0.12 4.78 -1.88
H 2.12 4.81 -0.84
H 2.67 3.15 0.93
*
```

Properties
- SMILES string = COC(=O)CN(c1ccc(OC)cc1OC)S(=O)(=O)c1ccccc1[N+](=O)[O-]
- maximum force (eV/Å) = 1.2
- Kohn-Sham gap (eV) = 7.512
- molar mass (g mol⁻¹) = 410.40
- energy relative to the best compared isomer or geometry (same formula, charge and spin) (eV) = 0.759
- energy (Eh) = -1768.06842
- HOMO level (eV) = -8.1



No. 8
Here is a 2-piece molecular cluster, C27H31N2O7 overall at a distorted geometry from the OMol25 dataset. Energies are from ωB97M-V with the def2-TZVPD basis set.

The geometry in ORCA input format:
```
! RIJCOSX wB97M-V def2-TZVPD def2/J DEFGRID3
* xyz -1 1
C 4.89 -2.04 2.04
C 4.07 -0.80 1.85
O 2.74 -1.17 2.27
C 1.91 -0.15 2.59
C 0.50 -0.65 2.47
C -0.55 0.30 2.24
O -0.34 1.41 1.74
C -1.97 -0.09 2.69
C -2.78 -0.98 1.76
C -2.44 -2.48 1.82
C -1.14 -2.86 1.09
C 0.01 -3.14 2.06
C 0.29 -2.01 3.04
O 2.28 0.95 2.97
H 5.92 -1.84 1.72
H 4.88 -2.32 3.09
H 4.50 -2.87 1.45
H 4.42 0.04 2.46
H 4.01 -0.51 0.79
H -1.91 -0.53 3.70
H -2.53 0.85 2.82
H -3.84 -0.86 2.05
H -2.67 -0.61 0.73
H -2.43 -2.81 2.87
H -3.27 -3.00 1.32
H -1.32 -3.78 0.52
H -0.84 -2.09 0.37
H -0.23 -4.02 2.68
H 0.92 -3.37 1.49
H 1.19 -2.27 3.61
H -0.53 -1.94 3.75
C -3.28 4.83 0.55
C -2.76 4.32 1.75
C -1.40 4.01 1.83
C -0.54 4.20 0.74
C 0.90 3.83 0.82
O 1.03 2.63 0.00
C 2.10 1.90 0.36
N 1.86 0.53 0.48
N 0.99 -0.18 -0.08
C 1.54 -0.56 -1.40
O 2.73 -0.49 -1.70
O 0.59 -0.97 -2.24
C 1.16 -1.14 -3.58
C 0.06 -1.40 -4.54
C -0.52 -2.67 -4.60
C -1.60 -2.90 -5.45
C -2.09 -1.87 -6.26
C -1.48 -0.61 -6.23
C -0.40 -0.37 -5.39
O 3.21 2.35 0.58
C -1.07 4.69 -0.46
C -2.43 5.01 -0.55
H -4.33 5.10 0.48
H -3.39 4.16 2.63
H -0.96 3.62 2.75
H 1.56 4.58 0.35
H 1.20 3.61 1.85
H 1.69 -0.21 -3.82
H 1.88 -1.97 -3.54
H -0.09 -3.46 -3.97
H -2.04 -3.89 -5.48
H -2.95 -2.05 -6.91
H -1.84 0.19 -6.88
H 0.13 0.59 -5.36
H -0.39 4.81 -1.30
H -2.81 5.41 -1.49
*
```

Properties
- maximum force (eV/Å) = 3.5
- Kohn-Sham gap (eV) = 4.938
- molar mass (g mol⁻¹) = 495.55
- energy (Eh) = -1683.54755
- HOMO level (eV) = -3.2



No. 9
Here is C15H30MnN2O2Si3 as an isolated structure at a distorted geometry from the OMol25 dataset. Energies are from ωB97M-V with the def2-TZVPD basis set.

The geometry in ORCA input format:
```
! RIJCOSX wB97M-V def2-TZVPD def2/J DEFGRID3
* xyz -1 5
Mn -0.28 -0.17 0.42
C 1.77 2.44 -1.51
Si 0.96 1.95 0.15
C 1.86 2.59 1.71
C -0.37 3.40 0.10
C 0.01 4.74 -0.04
C -0.91 5.78 -0.06
C -2.27 5.49 0.06
C -2.67 4.17 0.21
C -1.74 3.12 0.23
Si -2.27 1.32 0.46
C -3.49 0.99 -0.98
C -3.40 1.30 1.99
H 2.15 3.46 -1.46
H 0.99 2.43 -2.28
H 2.58 1.80 -1.85
H 2.39 3.53 1.49
H 2.58 1.89 2.14
H 1.11 2.83 2.46
H 1.07 5.00 -0.14
H -0.58 6.80 -0.17
H -3.00 6.29 0.05
H -3.73 3.95 0.31
H -4.30 1.73 -0.98
H -3.95 0.00 -0.91
H -2.98 1.07 -1.95
H -4.23 2.00 1.89
H -2.83 1.58 2.89
H -3.81 0.30 2.16
N -0.69 -1.44 -1.47
N -0.51 -2.78 -1.06
C -0.45 -3.07 0.34
O -0.78 -4.21 0.65
O -0.15 -2.09 1.11
H -1.65 -1.23 -1.71
H -0.10 -1.24 -2.27
H -1.07 -3.45 -1.57
C 4.72 -1.06 1.18
Si 3.84 0.10 -0.01
C 4.67 1.78 0.21
C 4.26 -0.51 -1.74
C 2.00 -0.04 0.30
H 5.80 -1.07 1.00
H 4.35 -2.08 1.07
H 4.55 -0.76 2.22
H 5.70 1.72 -0.16
H 4.70 2.09 1.25
H 4.16 2.57 -0.35
H 5.34 -0.56 -1.87
H 3.86 0.12 -2.53
H 3.86 -1.52 -1.89
H 1.93 -0.49 1.30
H 1.78 -0.88 -0.39
*
```

Properties
- maximum force (eV/Å) = 1.1
- Kohn-Sham gap (spin up / spin down) (eV) = 7.084 / 6.094
- molar mass (g mol⁻¹) = 409.61
- energy relative to the best compared isomer or geometry (same formula, charge and spin) (eV) = 0.000
- energy (Eh) = -2869.14353
- HOMO level (spin up / spin down) (eV) = -4.3 / -3.3



No. 10
Here is C5H13NO as an isolated structure at a distorted geometry from the OMol25 dataset. Energies are from ωB97M-V with the def2-TZVPD basis set.

The geometry in ORCA input format:
```
! RIJCOSX wB97M-V def2-TZVPD def2/J DEFGRID3
* xyz 0 1
C 1.94 -0.82 0.89
C 1.23 -2.51 -0.64
N 0.99 -1.43 -0.04
H 1.51 -0.62 1.88
H 2.32 0.10 0.44
H 2.78 -1.52 0.99
H 2.15 -3.09 -0.46
H 0.46 -2.94 -1.26
H -0.01 -0.89 -0.41
C -2.02 0.23 -0.17
O -1.15 -0.62 -0.87
C -1.60 1.70 -0.30
C -0.15 1.94 0.11
H -2.08 -0.09 0.91
H -3.06 0.18 -0.57
H -2.33 2.30 0.23
H -1.64 2.00 -1.36
H 0.07 3.01 0.07
H 0.59 1.48 -0.57
H 0.01 1.58 1.14
*
```

Properties
- maximum force (eV/Å) = 3.1
- Kohn-Sham gap (eV) = 8.196
- molar mass (g mol⁻¹) = 103.16
- energy relative to the best compared isomer or geometry (same formula, charge and spin) (eV) = 2.701
- energy (Eh) = -328.21957
- HOMO level (eV) = -7.9